# 1
21
Properties=species:S:1:pos:R:3:forces:R:3 method="wB97M-V/def2-TZVPD" smiles="COC1=C=C=CC[C@H]1C(C)=O" energy_ev=-13584.2652 total_charge=0 relative_energy_ev=5.966
C -2.273740 -1.830578 -0.507638 2.1 -2.3 0.1
O -1.605254 -0.758805 0.072741 1.1 0.9 -0.1
C -0.216610 -0.815676 0.043118 -1.8 -1.1 0.5
C 0.573610 -1.772636 -0.416729 0.2 0.0 -0.8
C 1.862724 -1.689782 -0.484742 -2.4 -0.7 0.0
C 2.751517 -0.887776 -0.040085 1.5 0.9 1.2
C 1.996766 0.217173 0.770011 -0.5 -1.3 1.3
C 0.430302 0.366348 0.719256 1.8 1.8 -2.6
C 0.131567 1.602219 -0.308558 1.3 0.1 0.4
C -1.222566 2.228544 -0.295457 1.5 -1.1 -0.6
O 1.024061 2.030333 -1.021547 -1.0 -0.8 0.8
H -2.113315 -2.712980 0.105950 0.2 -0.3 0.3
H -1.931398 -2.149093 -1.489047 0.4 0.5 -0.3
H -3.296363 -1.755563 -0.557819 -2.4 1.2 0.1
H 3.829396 -0.986153 0.112362 -0.4 0.2 -0.5
H 2.138541 -0.039176 1.817836 0.5 -0.2 0.2
H 2.538724 1.105522 0.623419 0.2 1.5 -0.4
H 0.108763 0.593927 1.738751 -0.5 -0.2 -0.4
H -1.651529 2.326282 -1.234527 -0.5 -0.2 -2.1
H -1.196671 3.189905 0.048192 0.7 2.7 1.1
H -1.878518 1.737973 0.304519 -1.9 -1.7 1.7



# 2
19
Properties=species:S:1:pos:R:3:forces:R:3 method="wB97M-V/def2-TZVPD" energy_ev=-13887.1895 total_charge=0 relative_energy_ev=9.392
C -0.818221 -1.513265 -1.341835 -5.3 0.6 1.9
C 1.237685 -2.051115 0.360721 -0.2 3.0 -1.5
C 1.057380 -1.466203 1.840115 -1.0 -0.9 1.4
C -0.283750 -0.200292 0.653688 -0.6 -0.3 2.2
C -1.254831 0.747018 0.047779 2.2 -0.3 -2.3
H -0.191576 -1.828744 -1.993493 3.5 -1.9 -5.4
H -1.589116 -2.370999 -1.293372 1.2 0.6 1.5
H -1.536149 -0.741803 -1.716488 1.6 -0.6 -0.4
H 2.347109 -1.619366 -0.475306 -3.3 -2.0 3.2
H 0.965907 -3.169178 0.550583 0.7 1.9 -1.7
H 2.084504 -1.357921 2.378066 -2.2 -0.2 -0.7
H 0.251704 -2.244911 2.367538 2.7 1.6 -0.9
H -2.001757 0.270370 -0.683837 0.9 1.8 2.0
H -1.320972 1.444523 0.782688 -2.3 2.0 2.1
N 0.076537 -1.048031 -0.347368 2.6 -3.3 3.7
N 0.157568 -0.174819 1.921605 0.8 -2.1 -5.2
N -0.203098 1.696084 -0.740720 -0.4 4.0 -0.5
O -0.280791 1.958920 -1.968055 0.3 -1.6 3.1
O 0.423756 2.442147 0.078828 -1.2 -2.6 -2.5



# 3
165
Properties=species:S:1:pos:R:3:forces:R:3 method="wB97M-V/def2-TZVPD" smiles="O=S1(=O)CCCC1.O=S1(=O)CCCC1.O=S1(=O)CCCC1.O=S1(=O)CCCC1.O=S1(=O)CCCC1.O=S1(=O)CCCC1.O=S1(=O)CCCC1.O=S1(=O)CCCC1.O=S1(=O)CCCC1.O=S1(=O)CCCC1.O=S1(=O)CCCC1" energy_ev=-211274.6901 total_charge=0 relative_energy_ev=9.261
O -8.006150 0.792633 6.724514 0.1 0.9 -1.2
S -7.880854 1.465701 5.429263 1.1 -0.3 0.8
O -8.754134 2.573900 5.085138 0.7 -0.6 0.2
C -6.086567 1.922778 5.079058 -0.7 -1.1 -0.5
C -5.981543 1.510968 3.635569 -0.4 0.0 -2.4
C -6.600787 0.065044 3.412702 0.2 1.9 1.2
C -7.986355 0.190228 4.122640 0.6 -0.2 0.3
H -5.396682 1.183316 5.485704 -0.4 0.2 1.2
H -5.806845 2.936523 5.365711 -0.4 -0.1 -0.2
H -6.541240 2.106137 2.914035 -0.6 0.6 0.4
H -5.002657 1.687300 3.189716 0.5 -0.7 0.5
H -5.995945 -0.681035 3.928108 0.0 -0.1 -0.1
H -6.620216 -0.145725 2.343454 -0.3 -0.1 0.2
H -8.193810 -0.707535 4.704964 -0.4 0.0 -0.3
H -8.830011 0.540332 3.527865 0.2 -0.4 -0.2
O -0.748577 -0.240264 -9.205108 2.3 -1.0 0.6
S 0.534991 -0.974327 -9.077782 -0.3 -1.5 -0.4
O 1.156702 -1.354761 -7.787835 -1.1 1.4 -1.6
C 0.432866 -2.572407 -10.004120 1.4 0.1 -0.5
C 0.751395 -2.230172 -11.535720 -0.5 0.8 1.5
C 1.886967 -1.096467 -11.563096 -1.7 -0.1 1.2
C 1.750959 -0.213964 -10.253851 0.4 -0.4 0.2
H -0.414686 -3.169304 -9.667261 -0.8 0.6 -0.8
H 1.204756 -3.196079 -9.553208 0.7 0.4 -0.1
H 1.033468 -3.055204 -12.189817 0.1 -0.2 0.5
H -0.220126 -1.884800 -11.889234 0.2 0.5 -0.4
H 1.818238 -0.458111 -12.443936 -0.1 -0.2 0.0
H 2.871396 -1.564423 -11.558573 -0.1 0.0 0.1
H 1.427934 0.825677 -10.307572 -0.2 -0.1 -0.6
H 2.739868 -0.194527 -9.795825 -0.2 -0.1 0.5
O 2.099982 -0.385472 0.161068 -1.8 1.2 -2.5
S 1.168447 0.334386 -0.792560 1.2 -2.0 4.8
O 1.575497 1.638727 -1.230085 -0.4 -0.2 -0.7
C 0.603073 -0.875933 -2.030255 -1.4 2.0 0.5
C -0.416173 -1.663103 -1.217322 1.0 -1.5 1.2
C -1.319657 -0.863553 -0.181099 1.3 0.1 -2.5
C -0.496669 0.387290 0.152356 0.0 0.0 -1.4
H 1.476148 -1.376531 -2.448880 -0.3 -0.1 0.1
H 0.001330 -0.317362 -2.747191 0.6 0.2 -0.6
H -0.940291 -2.349271 -1.882587 -0.2 0.1 0.2
H 0.256211 -2.227917 -0.571592 -0.3 -0.7 0.1
H -1.619412 -1.528467 0.628918 0.1 0.3 0.0
H -2.166453 -0.484952 -0.753543 -0.4 -0.4 0.4
H -0.480570 0.580152 1.225038 0.8 0.4 -0.3
H -0.957634 1.167027 -0.453962 -0.1 0.6 0.7
O 0.095349 6.872135 -4.028114 0.8 -1.0 -1.2
S -0.211299 6.012465 -5.172495 -1.5 0.2 -0.5
O 0.524530 5.941065 -6.436665 0.1 0.3 1.4
C -0.591097 4.267233 -4.682249 -0.7 2.3 0.0
C -1.818270 3.913387 -5.584478 1.1 -0.2 0.2
C -2.613111 5.184874 -6.081414 0.2 0.4 -0.9
C -1.929561 6.444072 -5.616539 1.3 -0.2 2.1
H -0.929222 4.385314 -3.652768 0.4 -0.2 0.2
H 0.362430 3.746108 -4.767733 -0.4 -0.4 -0.1
H -1.370491 3.350866 -6.403728 -0.5 0.1 -0.3
H -2.395328 3.206419 -4.988405 -0.4 0.2 -0.3
H -3.619732 5.344028 -5.694804 -0.1 -1.0 0.0
H -2.689146 5.243585 -7.167175 0.0 -0.6 0.0
H -2.343048 6.615528 -4.622695 0.1 0.6 0.1
H -1.879491 7.401614 -6.134904 -0.3 -0.4 -0.5
O -5.257511 -3.424572 -7.383151 1.5 -0.3 1.1
S -4.255751 -4.290498 -6.749076 -1.3 -2.6 -0.9
O -2.956997 -3.911005 -6.228278 -0.8 0.6 -0.4
C -5.119801 -5.367118 -5.498633 0.3 1.4 -0.2
C -5.848915 -6.438829 -6.305347 0.1 1.5 0.4
C -4.823929 -6.941813 -7.329870 -0.7 -1.1 0.8
C -4.032368 -5.743927 -7.882041 0.2 -0.7 0.1
H -5.682290 -4.599422 -4.967275 -0.5 -0.4 0.1
H -4.382359 -5.774108 -4.806778 0.2 0.0 -0.2
H -6.334912 -7.125645 -5.612393 0.3 -0.5 -0.3
H -6.645141 -5.948097 -6.865099 -0.2 0.0 0.0
H -5.402460 -7.534676 -8.038311 0.2 0.5 -0.7
H -4.194345 -7.726494 -6.910345 0.4 0.4 0.4
H -4.359775 -5.630624 -8.915514 0.3 0.9 0.1
H -2.968161 -5.966816 -7.805291 0.0 0.1 -0.4
O 8.060914 -3.861219 1.480104 -1.1 -1.8 0.1
S 7.044357 -4.895966 1.757030 -0.5 0.2 1.9
O 6.810964 -6.070892 0.912367 0.5 1.5 0.5
C 7.212046 -5.445803 3.610353 -0.9 0.0 -2.4
C 6.338127 -4.498964 4.360658 -0.2 2.6 0.9
C 5.013769 -4.124376 3.517816 1.3 -2.8 1.1
C 5.451771 -3.956799 2.074337 0.8 0.0 0.1
H 8.293413 -5.534036 3.715047 -0.3 0.1 0.7
H 6.609502 -6.338384 3.778694 0.9 -0.9 -0.9
H 6.096680 -4.974976 5.311028 -0.4 0.0 -0.1
H 6.847543 -3.588024 4.674952 0.2 0.2 -0.3
H 4.336073 -3.398847 3.967714 0.7 0.6 -0.3
H 4.461161 -5.047407 3.693156 -0.4 -0.2 -0.7
H 5.807306 -2.929053 2.000674 -0.4 0.0 -0.8
H 4.785883 -4.343776 1.303009 -0.2 0.6 0.1
O 0.685803 1.927968 5.797063 -0.1 -0.1 0.2
S 0.043517 2.411045 6.998626 1.6 1.5 -0.7
O -1.203002 1.848331 7.394317 -0.9 -0.6 0.7
C 1.286952 2.441928 8.392390 -1.3 1.4 -1.5
C 1.636148 3.992931 8.572270 -0.6 -1.7 0.9
C 0.522033 4.911594 8.028013 -0.5 0.0 -0.6
C -0.170682 4.229258 6.819813 1.1 -0.4 -0.1
H 2.127744 1.827293 8.070856 -0.2 0.0 0.3
H 0.627896 1.993541 9.135820 0.7 0.1 0.6
H 1.694631 4.109793 9.654409 0.2 0.3 0.0
H 2.616842 4.229691 8.159623 -0.2 -0.2 -0.2
H 0.976604 5.848808 7.706909 0.0 0.0 -0.2
H -0.191438 5.233956 8.786395 -0.1 -0.5 0.2
H 0.415086 4.436783 5.924330 0.1 0.0 -0.1
H -1.207030 4.426974 6.545993 0.0 0.1 0.6
O 1.263128 -8.159785 -5.825389 1.8 0.0 1.0
S 2.631563 -7.771348 -5.434586 0.6 -0.2 -2.6
O 3.778804 -8.143551 -6.285941 -1.2 -1.0 1.5
C 2.740214 -6.012086 -5.552456 -1.8 0.5 0.4
C 3.477409 -5.505569 -4.346805 1.6 -1.5 0.9
C 3.021166 -6.478408 -3.212557 -1.7 1.2 1.0
C 2.936355 -7.957004 -3.618187 0.1 -0.2 -0.8
H 1.676868 -5.800789 -5.439509 -0.1 0.7 0.1
H 2.979430 -5.767989 -6.587491 0.6 0.0 0.3
H 4.551850 -5.686202 -4.378978 0.2 0.1 -0.7
H 3.409042 -4.446958 -4.096278 -0.6 -0.2 0.0
H 1.997961 -6.171409 -2.995977 -0.6 -0.2 -0.3
H 3.393921 -6.233978 -2.217872 1.1 -0.5 -0.2
H 2.117159 -8.549679 -3.211047 -0.5 0.6 0.0
H 3.766987 -8.636452 -3.427142 0.6 0.6 -0.4
O -2.003452 6.376594 0.330591 -0.2 2.2 0.5
S -2.400731 7.713863 0.802011 -0.9 -0.3 2.2
O -3.529175 8.416111 0.197985 1.3 -0.4 -0.2
C -2.841376 7.657229 2.627536 1.6 -0.7 0.7
C -2.164474 8.876304 3.303568 -1.7 0.8 -1.7
C -0.781374 9.125180 2.709465 0.1 -1.6 -0.1
C -0.957112 8.915476 1.124206 -0.3 -0.3 1.3
H -2.370250 6.793508 3.096701 0.5 -0.4 -0.6
H -3.872656 7.455469 2.917127 -0.3 0.7 -0.9
H -2.715941 9.737931 2.927299 -0.6 0.3 0.5
H -2.298530 8.835167 4.384516 0.5 0.0 -0.1
H -0.102206 8.472941 3.258474 0.4 -0.6 -0.8
H -0.388572 10.107928 2.970231 -0.3 0.2 -0.5
H -0.108097 8.524857 0.563233 0.0 0.3 0.2
H -1.294507 9.906603 0.820997 0.0 -0.3 -0.7
O 0.099074 -2.285267 7.871256 -1.0 -0.6 0.4
S -0.507142 -3.577965 7.577121 1.6 0.5 0.3
O 0.272878 -4.766824 7.873862 -0.7 0.3 0.5
C -2.286180 -3.702315 8.196923 1.2 0.6 -2.4
C -3.033958 -3.144999 6.876845 -1.2 -0.3 1.6
C -2.226157 -3.059977 5.601988 2.4 0.8 -1.0
C -0.782797 -3.617826 5.828534 -2.1 -0.8 0.3
H -2.363750 -3.033541 9.054131 0.0 0.0 -0.2
H -2.432902 -4.739056 8.499825 -0.1 0.1 -0.3
H -3.950709 -3.673525 6.615469 0.0 -0.4 0.6
H -3.392407 -2.157356 7.166945 0.2 0.1 -0.1
H -2.130559 -2.026985 5.267488 -0.1 0.2 0.3
H -2.612637 -3.562949 4.715565 -0.5 -0.3 0.4
H 0.043198 -3.183980 5.264956 -0.2 0.0 0.3
H -0.893492 -4.694649 5.700877 0.5 -0.1 -0.5
O 4.024126 5.542216 2.561340 0.7 0.2 0.6
S 5.311844 4.893711 2.479680 1.6 -1.6 1.6
O 5.950006 4.770386 1.207927 0.3 0.2 -0.7
C 6.702673 5.455411 3.750708 -1.3 -0.6 0.3
C 6.461990 4.576967 4.984541 0.2 -1.7 -0.6
C 6.227429 3.076977 4.483678 -1.0 1.4 -2.1
C 5.190310 3.192793 3.256194 -0.8 0.4 1.4
H 6.668908 6.535669 3.892194 -0.2 -0.1 0.1
H 7.703075 5.161948 3.432628 -0.3 0.1 -1.0
H 7.377838 4.432190 5.557567 0.0 0.8 0.3
H 5.636172 4.873445 5.631259 0.1 0.1 -0.1
H 5.943175 2.445937 5.325750 -0.5 0.0 -0.3
H 7.126491 2.638029 4.051108 0.3 0.3 0.2
H 4.153519 3.157334 3.590718 0.0 0.3 0.6
H 5.121991 2.417368 2.493197 1.1 0.2 -0.2



# 4
13
Properties=species:S:1:pos:R:3:forces:R:3 method="wB97M-V/def2-TZVPD" energy_ev=-9372.5192 total_charge=0 relative_energy_ev=4.576
O 1.225521 1.997411 0.555900 -0.3 -0.4 -0.1
C 0.668158 0.978738 0.217191 0.1 0.2 0.0
C 1.462521 -0.259651 -0.217081 0.2 0.1 0.1
O 0.592849 -1.199747 -0.827813 -0.4 0.1 -0.4
C -1.248500 -0.389056 -0.794608 -0.1 0.0 0.3
C -1.432715 -0.448242 0.679539 0.0 -0.1 0.1
C -0.794400 0.782886 0.087451 0.1 0.2 0.0
H 1.908609 -0.752009 0.649582 0.0 0.1 -0.1
H 2.264669 0.053962 -0.889539 -0.1 0.0 0.1
H 0.405274 -0.975996 -1.757842 0.4 -0.1 0.2
H -0.833119 -1.130525 1.277105 -0.1 0.1 -0.1
H -2.459881 -0.345794 1.024105 0.1 0.0 -0.1
H -1.363149 1.708261 0.038407 0.1 -0.2 0.0



# 5
111
Properties=species:S:1:pos:R:3:forces:R:3 method="wB97M-V/def2-TZVPD" energy_ev=-145535.2265 total_charge=0 relative_energy_ev=0.000
Pb -1.600139 -1.253770 -0.301073 -0.5 -0.1 0.2
C -3.938510 -0.443915 -4.526401 0.0 0.0 0.0
C -3.501779 -1.068551 -3.345753 0.1 0.1 -0.1
N -3.160258 -0.396172 -2.275554 -0.1 -0.1 0.1
C -3.240639 0.956707 -2.269860 0.0 0.0 0.1
C -3.619769 1.674926 -3.424595 0.0 0.0 0.0
C -3.973837 0.921469 -4.563643 0.0 0.0 0.0
C -3.620526 3.088148 -3.402333 0.0 0.0 0.0
C -3.235512 3.727966 -2.261692 0.0 0.0 0.0
C -2.894293 3.018355 -1.094154 0.1 0.0 0.0
C -2.929450 1.639188 -1.040850 0.0 0.0 -0.1
N -2.647227 0.861381 0.068600 0.0 -0.2 0.1
C -2.999836 1.244769 1.325641 -0.1 0.0 0.0
C -3.830966 2.310920 1.669863 0.0 0.0 0.0
C -4.164712 2.605342 2.999898 0.0 0.0 0.0
C -3.711504 1.854479 4.048340 0.0 0.0 0.0
C -2.923840 0.718581 3.763829 0.0 0.0 0.0
C -2.490201 -0.172537 4.771723 0.0 0.0 0.0
C -1.807503 -1.307351 4.444841 0.0 0.0 0.0
C -1.535084 -1.552884 3.089360 0.0 0.0 0.0
N -1.891186 -0.725456 2.137949 0.1 0.0 0.0
C -2.579773 0.406566 2.428405 0.0 0.0 0.0
H -4.212034 -1.040662 -5.385274 0.0 0.0 0.0
H -3.418949 -2.149943 -3.284572 0.0 0.0 0.0
H -4.270256 1.442183 -5.466280 0.0 0.0 0.0
H -3.897594 3.637590 -4.292166 0.0 0.0 0.0
H -3.183504 4.809405 -2.244462 0.0 0.0 0.0
H -2.570191 3.569061 -0.223242 0.0 0.0 0.0
H -4.253831 2.922083 0.888572 0.0 0.0 0.0
H -4.807621 3.455585 3.191231 0.0 0.0 0.0
H -3.960495 2.094533 5.073100 0.0 0.0 0.0
H -2.726077 0.055958 5.804420 0.0 0.0 0.0
H -1.481064 -2.011819 5.197453 0.0 0.0 0.0
H -1.020948 -2.454757 2.778857 0.0 0.0 0.0
C 1.090589 -4.424177 0.247863 0.0 0.0 -0.1
C -0.243721 -4.845517 0.762179 0.1 -0.2 0.0
N -1.250114 -4.046685 0.926161 0.0 0.1 0.0
C -2.361325 -4.711918 1.388508 0.0 -0.1 0.1
C -2.191063 -6.046388 1.583659 0.1 0.0 -0.1
S -0.590495 -6.489510 1.171051 0.0 0.1 0.0
C -3.581755 -3.947668 1.666372 -0.1 -0.2 0.0
C -4.467954 -4.207159 2.663025 0.0 0.0 0.0
S -5.726402 -3.049492 2.635987 0.0 0.0 -0.1
C -4.983958 -2.286539 1.272192 -0.1 0.1 0.0
N -3.892585 -2.864416 0.881622 0.0 0.1 0.0
C -5.561020 -1.064490 0.639834 0.0 0.0 0.0
H 1.265162 -3.375043 0.491612 0.0 -0.1 -0.1
H 1.114633 -4.516432 -0.838976 0.0 0.0 0.0
H 1.888746 -5.038754 0.662032 0.0 0.0 0.0
H -2.912312 -6.771047 1.918667 -0.1 0.0 0.0
H -4.420953 -4.980815 3.409427 0.0 0.0 0.0
H -6.625401 -1.190381 0.443453 0.0 0.0 0.0
H -5.037196 -0.865387 -0.293907 0.0 0.0 0.0
H -5.433582 -0.198587 1.292488 0.0 0.0 0.0
I -2.039514 -5.173226 -3.417597 0.0 0.0 0.0
C -0.920614 -3.730701 -4.511254 0.1 0.1 0.1
I 0.096978 -2.346173 -3.221976 0.1 -0.2 -0.3
H -1.614089 -3.190307 -5.144174 0.0 0.0 0.0
H -0.183828 -4.263169 -5.099735 0.0 0.0 0.0
C 1.050119 0.820493 3.536792 0.0 0.0 -0.1
Si 2.343668 -0.398170 2.919030 0.0 0.1 0.1
C 3.885873 -0.147948 3.977407 0.0 0.0 0.0
C 1.801349 -2.188003 3.174267 -0.1 0.0 -0.1
Si 2.876151 0.103455 0.706785 -0.1 0.0 -0.1
Te 1.049857 -0.014301 -0.991720 0.4 0.1 0.1
Si 3.346976 2.386470 0.500210 0.1 0.1 0.1
C 4.667077 2.978641 1.715831 0.0 -0.1 0.0
C 1.799721 3.414161 0.765990 0.0 -0.1 0.0
C 3.958780 2.722119 -1.250445 0.0 -0.1 0.0
Si 4.701974 -1.221414 0.104132 0.1 0.0 0.0
C 4.825717 -1.426761 -1.755071 0.0 0.0 0.0
C 4.592392 -2.923818 0.906077 -0.1 0.0 0.0
C 6.290885 -0.430950 0.742165 0.0 0.0 0.0
H 0.582215 0.489084 4.466052 0.0 0.0 0.0
H 0.262171 0.989138 2.800350 0.0 0.0 0.0
H 1.535023 1.780466 3.727282 0.0 0.0 0.0
H 3.630474 -0.235246 5.036578 0.0 0.0 0.0
H 4.322863 0.838993 3.818906 0.0 0.0 0.0
H 4.653214 -0.892094 3.756361 0.0 0.0 0.0
H 1.138003 -2.270929 4.037844 0.0 0.0 0.0
H 2.676148 -2.812980 3.358485 0.0 0.0 0.0
H 1.280447 -2.597427 2.306265 0.0 0.1 0.1
H 4.227169 3.175107 2.695739 0.0 0.0 0.0
H 5.128405 3.904877 1.365506 0.0 0.0 0.0
H 5.459770 2.241626 1.849196 0.0 0.0 0.0
H 1.371648 3.243772 1.755096 0.0 0.0 0.0
H 1.039772 3.161444 0.024510 0.0 0.0 0.0
H 2.033683 4.479024 0.680294 0.0 0.0 0.0
H 4.870193 2.164345 -1.475426 0.0 0.0 0.0
H 4.178702 3.786350 -1.379969 0.0 0.0 0.0
H 3.197369 2.418262 -1.973470 0.0 0.0 0.0
H 3.942637 -1.929146 -2.153650 0.0 0.0 0.0
H 5.710024 -2.010224 -2.021530 0.0 0.0 0.0
H 4.894093 -0.455632 -2.248570 0.0 0.0 0.0
H 3.597567 -3.363129 0.820745 0.0 0.0 0.0
H 4.834419 -2.861338 1.968928 0.0 0.0 0.0
H 5.305771 -3.607278 0.439436 0.0 0.0 0.0
H 6.557972 0.456048 0.164996 0.0 0.0 0.0
H 7.121543 -1.137917 0.679705 0.0 0.0 0.0
H 6.188674 -0.127999 1.785660 0.0 0.0 0.0
S 0.017029 2.751569 -3.158265 0.0 0.1 -0.1
C 0.775965 3.570216 -4.364327 0.1 -0.1 0.1
N 1.851950 4.392753 -4.039207 0.0 0.0 0.0
C 2.518322 5.151008 -4.927351 0.0 0.0 0.0
C 2.157906 5.116193 -6.232936 0.0 0.0 0.0
C 1.097076 4.229666 -6.553029 0.0 0.0 0.0
N 0.449839 3.495646 -5.698276 -0.1 0.0 0.0
H 2.109111 4.385698 -3.061243 0.0 0.0 0.0
H 3.328233 5.754392 -4.541174 0.0 0.0 0.0
H 2.659165 5.707652 -6.980679 0.0 0.0 0.0
H 0.785775 4.130641 -7.588974 0.0 0.0 0.0